[1]
An isolated ion of composition C4H6FO2S and charge -1. Source: the Open Molecules 2025 dataset; level of theory: ωB97M-V/def2-TZVPD.

Each line ends with the Löwdin charge.
Cartesian coordinates (Å):
C  0.8200  1.3153  1.6454  -0.03
C  0.8999  0.4741  0.6066  -0.22
C  0.1400  -1.5732  -0.7265  -0.08
C  -0.1491  -0.4241  0.1898  -0.56
O  -0.5987  1.5250  -1.9390  -0.57
O  -2.5534  0.1579  -1.3582  -0.56
F  -0.9676  -0.8368  1.2484  -0.07
S  -1.4850  1.0416  -0.8563  0.70
H  1.5780  2.0503  1.8526  0.02
H  -0.0195  1.2872  2.3136  0.03
H  1.7321  0.5532  -0.0810  0.10
H  0.5689  -1.1945  -1.6515  0.07
H  0.8320  -2.2980  -0.2798  0.07
H  -0.7976  -2.0780  -0.9640  0.07

The net charge is -1. The calculation puts the HOMO-LUMO gap at 7.023 eV. The value obtained for the energy relative to the best compared isomer or geometry (same formula, charge and spin) is 0.00 kcal/mol.

=====

[2]
C4H6FO4Sc as an isolated structure. Source: the Open Molecules 2025 dataset; level of theory: ωB97M-V/def2-TZVPD.

Each line ends with the Löwdin charge.
Cartesian coordinates (Å):
C  -2.7629  1.0189  -1.1004  -0.16
O  -1.6761  1.5417  -0.4400  -0.04
H  -3.4441  0.4281  -0.4418  0.12
H  -3.3986  1.8107  -1.5698  0.10
H  -2.4820  0.3260  -1.9290  0.11
C  2.2004  -1.1902  0.8285  -0.59
O  2.0993  0.1250  0.6814  -0.01
C  0.6015  0.4371  0.1158  -0.11
C  -0.0199  -0.8991  0.5031  0.05
O  1.1117  -1.8323  0.6124  0.19
O  3.3423  -1.6518  0.9148  0.07
F  0.8352  0.5445  -1.2151  0.13
H  0.4243  1.3259  0.7192  0.17
H  -0.5144  -0.8549  1.4747  0.17
H  -0.6784  -1.2981  -0.2707  0.17
Sc  4.3617  0.1685  1.1169  1.63

The net charge is +2. The calculation puts the HOMO-LUMO gap (spin up / spin down) at 7.131 / 6.624 eV. The value obtained for the energy relative to the best compared isomer or geometry (same formula, charge and spin) is 119.81 kcal/mol.

=====

[3]
One molecule with the formula C4H6FP. Source: the Open Molecules 2025 dataset; level of theory: ωB97M-V/def2-TZVPD.

Each line ends with the Löwdin charge.
Cartesian coordinates (Å):
H  0.5688  -0.3547  -3.6018  -0.25
P  0.4092  0.8399  -2.8867  0.66
C  -0.4990  -0.2562  -1.2329  -0.43
F  -0.5531  -1.5727  -1.3720  0.01
C  -0.8232  0.3232  0.0795  -0.24
C  0.4349  0.3910  0.9137  -0.20
C  0.6235  -0.2917  2.0274  0.01
H  -1.2050  1.3365  -0.0580  0.11
H  -1.5666  -0.3016  0.5838  0.12
H  1.2025  1.0432  0.5188  0.09
H  1.5295  -0.1983  2.5983  0.05
H  -0.1214  -0.9586  2.4299  0.06

The net charge is 0. As for the SMILES: [H]/P=C(\F)CC=C. The calculation puts the HOMO-LUMO gap (spin up / spin down) at 7.085 / 8.355 eV. The value obtained for the energy relative to the best compared isomer or geometry (same formula, charge and spin) is 50.02 kcal/mol.

=====

[4]
C4H6GaO7 as an isolated structure. Source: the Open Molecules 2025 dataset; level of theory: ωB97M-V/def2-TZVPD.

Each line ends with the Löwdin spin population.
Cartesian coordinates (Å):
O  2.2387  1.3546  -0.6719  0.13
C  2.9145  0.2463  -0.6496  0.02
O  3.8817  0.2273  0.2198  0.12
O  2.4006  -0.8666  -0.9920  0.01
Ga  3.1891  1.8487  0.8683  0.57
O  -0.7332  -2.2864  1.2994  0.00
C  0.6089  -2.7208  1.2827  0.00
C  1.5330  -1.5491  1.4846  0.00
H  -1.3034  -2.9963  0.9933  0.00
H  0.8670  -3.2045  0.3266  0.00
H  0.7987  -3.4695  2.0691  0.00
H  1.2042  -0.6980  0.8752  0.00
H  2.5156  -1.9351  1.7880  0.00
O  1.0660  -0.7838  2.8964  0.00
C  1.6655  0.2858  3.2849  0.01
O  2.0932  1.2004  2.5833  0.13
O  1.8354  0.2820  4.6061  0.00
H  2.0885  1.1675  4.8977  0.00

The net charge is 0. As for the spin multiplicity: 2. As for the expectation value of S²: 0.752. The calculation puts the HOMO-LUMO gap (spin up / spin down) at 9.505 / 7.058 eV. The value obtained for the energy relative to the best compared isomer or geometry (same formula, charge and spin) is 0.00 kcal/mol.